# 1
C30H34AuIN4O2Si as an isolated structure, computed with ωB97M-V/def2-TZVPD.

XYZ file:
```
73
Properties=species:S:1:pos:R:3:forces:R:3:mulliken_charge:R:1
C 2.897 1.519 -1.935 1.21 -1.91 1.47 -0.591
I 2.921 3.360 -2.814 -0.55 1.65 -0.63 -0.485
H 3.960 1.215 -2.173 -1.36 -0.42 0.75 0.318
H 2.679 1.534 -0.831 0.60 0.34 -1.06 -0.169
H 2.158 0.797 -2.290 0.16 0.39 -0.52 -0.111
C -2.498 -1.929 -2.919 1.80 0.07 0.44 -0.556
C -1.311 -2.524 -3.320 -1.45 1.09 1.09 -0.566
N -0.324 -2.091 -2.412 -0.12 -0.89 -1.56 0.609
C -0.812 -1.139 -1.564 0.66 0.12 0.42 -1.361
N -2.153 -1.143 -1.803 -1.10 -0.06 -0.55 0.769
H -3.503 -1.886 -3.338 0.51 -0.26 0.17 0.438
H -1.123 -3.124 -4.198 0.17 -0.07 0.27 0.427
C 0.153 3.078 2.609 0.40 -0.41 0.24 -0.521
C 0.487 1.211 1.410 -0.38 -0.51 -0.48 -1.184
N -0.259 2.322 1.525 0.20 1.11 0.63 0.732
H 1.737 2.611 4.088 -0.24 -0.27 -0.19 0.437
N 1.224 1.135 2.532 0.84 0.99 0.82 0.539
H -0.213 4.079 2.785 0.00 -0.21 0.09 0.443
Au 0.067 0.152 -0.218 0.12 -2.14 -0.52 0.776
C 2.180 -2.548 0.691 3.26 3.47 -2.53 0.119
O 2.986 -1.891 0.122 -2.64 -2.42 2.01 -0.347
C 1.113 2.348 3.240 -0.56 -0.01 -0.15 -0.544
C 2.104 0.049 2.971 0.30 0.00 -0.10 -0.549
H 2.513 0.301 3.965 -0.31 0.03 -0.42 0.310
H 2.958 -0.067 2.287 -0.38 -0.03 0.09 0.244
H 1.570 -0.911 3.065 -0.02 0.48 -0.27 0.044
C -1.293 2.696 0.582 0.12 -0.14 -0.10 -1.248
H -1.497 3.755 0.677 -0.02 0.25 -0.03 0.395
H -2.208 2.122 0.744 0.11 0.02 0.23 0.235
H -0.926 2.444 -0.418 -0.07 0.27 -0.02 0.337
C -3.139 -0.391 -1.025 0.01 0.04 0.01 -0.920
H -3.907 -0.033 -1.722 0.08 0.03 0.14 0.466
H -2.656 0.467 -0.523 -0.16 -0.59 -0.37 -0.044
H -3.613 -1.010 -0.240 0.39 0.24 -0.42 0.234
C 1.041 -2.598 -2.505 -0.15 0.14 -0.05 -0.567
H 1.750 -1.775 -2.684 -0.15 -0.17 0.18 0.203
H 1.079 -3.298 -3.355 -0.01 0.32 0.26 0.253
H 1.334 -3.157 -1.602 -0.24 0.36 -0.23 -0.013
O -1.585 -0.862 1.586 -0.53 0.03 0.42 0.542
Si -1.837 -2.287 2.193 0.50 0.71 -0.61 -1.366
C -0.723 -3.642 1.477 -0.38 0.19 0.68 0.856
C 0.431 -4.035 2.155 -0.33 -0.65 -0.02 -0.309
C 1.310 -4.942 1.570 -0.07 -0.57 0.56 -0.538
C 1.034 -5.503 0.329 0.06 -0.05 -0.01 -0.543
C -0.138 -5.139 -0.333 -0.44 0.14 -0.08 -0.944
C -1.014 -4.216 0.237 0.32 -0.49 -0.41 0.280
C -1.551 -2.256 4.046 -0.18 -0.22 0.15 -0.105
C -1.768 -3.379 4.849 0.26 0.40 0.80 -0.099
C -1.558 -3.298 6.235 -0.02 -0.01 -0.21 -0.674
C -1.132 -2.097 6.816 0.00 0.07 -0.21 -0.452
C -0.938 -0.967 6.013 -0.13 -0.23 -0.16 -0.530
C -1.163 -1.048 4.634 0.11 -0.11 0.49 -0.144
C -3.642 -2.775 1.936 0.09 -0.38 0.07 0.670
C -4.082 -3.991 1.399 -0.73 0.29 -0.05 -0.108
C -5.437 -4.152 1.056 0.17 -0.04 0.15 -0.672
C -6.354 -3.122 1.291 0.20 -0.11 -0.01 -0.493
C -5.919 -1.927 1.870 0.30 -0.15 0.11 -0.482
C -4.572 -1.761 2.195 -0.47 -0.21 -0.26 -0.409
H 0.638 -3.633 3.154 0.03 -0.07 -0.42 0.188
H 2.216 -5.227 2.103 -0.10 0.05 -0.11 0.315
H 1.715 -6.230 -0.121 -0.16 0.23 0.14 0.300
H -0.395 -5.587 -1.292 0.12 0.06 0.09 0.343
H -1.944 -3.966 -0.282 0.40 0.07 0.03 0.436
H -2.102 -4.318 4.399 0.11 0.21 0.12 0.350
H -1.728 -4.177 6.859 0.06 0.22 -0.09 0.351
H -0.956 -2.034 7.892 -0.07 -0.07 -0.28 0.338
H -0.621 -0.017 6.447 -0.07 -0.25 0.01 0.401
H -1.042 -0.169 4.000 0.01 -0.23 0.02 0.261
H -3.372 -4.805 1.224 -0.28 0.29 0.04 0.415
H -5.767 -5.093 0.608 0.02 0.29 0.13 0.357
H -7.405 -3.251 1.030 0.25 0.01 0.02 0.342
H -6.617 -1.117 2.067 -0.04 -0.11 -0.05 0.376
H -4.226 -0.819 2.624 -0.03 -0.19 -0.16 0.196
```
Positions in Å, forces in eV/Å.

The value obtained for the electronic energy is -61384.4230 eV. As for the LUMO energy (alpha / beta): 3.330 / 3.994 eV. As for the spin multiplicity: 3. Its total charge is -2.

# 2
C36H36IN9O14P2Sr as an isolated structure, computed with ωB97M-V/def2-TZVPD.

XYZ file:
```
99
Properties=species:S:1:pos:R:3:forces:R:3:mulliken_charge:R:1
Sr -1.056 -0.748 0.148 2.69 1.72 -1.02 1.941
I 1.052 0.609 -2.231 0.18 0.18 -0.22 0.253
C 1.198 2.267 -3.550 -0.33 0.00 0.08 0.513
C 2.482 2.366 -3.998 0.19 0.15 -0.11 -0.813
C 2.858 3.337 -4.947 0.11 -0.10 0.06 -1.001
C 1.910 4.158 -5.460 -0.09 0.06 -0.08 -0.924
C 0.561 4.072 -5.032 0.02 -0.10 0.11 0.723
C -0.380 4.942 -5.628 0.06 0.08 -0.04 -0.755
C -1.682 4.941 -5.236 -0.13 -0.02 0.06 -1.230
C -2.080 4.079 -4.201 0.02 -0.01 -0.11 -0.147
C -1.220 3.197 -3.593 0.18 -0.22 0.03 1.045
P -1.879 2.265 -2.123 -0.21 0.42 -0.46 0.969
C -2.304 3.766 -1.137 0.05 -0.11 0.17 0.668
C -1.228 4.337 -0.451 -0.07 0.05 -0.05 -0.881
C -1.411 5.431 0.382 0.00 -0.02 -0.07 -0.554
C -2.680 5.973 0.544 0.02 -0.01 -0.03 -0.624
C -3.752 5.426 -0.147 0.02 -0.05 -0.02 -0.723
C -3.567 4.329 -0.983 0.05 0.05 0.03 -0.201
C -3.498 1.661 -2.737 0.03 -0.04 0.08 0.177
C -4.487 1.356 -1.795 0.01 -0.01 -0.04 -0.618
C -5.689 0.786 -2.189 0.10 0.01 0.04 -0.595
C -5.911 0.485 -3.528 0.00 0.01 -0.02 -0.823
C -4.919 0.741 -4.463 0.07 0.00 0.03 -0.618
C -3.715 1.315 -4.069 -0.12 0.08 0.03 -0.895
C 0.154 3.142 -4.017 0.05 0.01 -0.05 -0.006
H 3.228 1.676 -3.624 0.01 0.06 -0.04 0.435
H 3.891 3.405 -5.264 -0.03 -0.02 0.00 0.414
H 2.164 4.897 -6.212 -0.03 -0.03 0.03 0.365
H -0.032 5.617 -6.402 -0.02 -0.04 0.04 0.369
H -2.402 5.608 -5.694 0.03 -0.03 0.03 0.429
H -3.111 4.113 -3.867 0.03 0.01 0.01 0.401
H -0.234 3.917 -0.584 -0.01 -0.01 0.08 0.308
H -0.566 5.858 0.911 -0.02 -0.02 -0.03 0.451
H -2.830 6.821 1.201 0.00 -0.03 -0.03 0.377
H -4.743 5.852 -0.032 0.04 -0.03 -0.01 0.430
H -4.416 3.914 -1.512 0.00 0.00 0.02 0.440
H -4.306 1.559 -0.744 -0.03 0.00 -0.02 0.527
H -6.449 0.564 -1.449 0.02 0.03 -0.01 0.479
H -6.848 0.037 -3.837 0.03 0.03 0.00 0.392
H -5.072 0.478 -5.503 0.02 0.01 0.04 0.382
H -2.940 1.486 -4.805 -0.02 0.01 -0.01 0.479
N 2.628 0.566 1.412 0.12 -0.16 0.15 -0.560
N 2.205 1.504 2.359 -0.09 0.09 -0.08 -0.046
C 0.941 1.940 2.445 -0.08 0.12 -0.06 0.217
N 0.605 2.730 3.463 0.06 -0.08 0.03 -0.323
N 0.163 1.582 1.411 -0.41 -0.08 -0.20 0.097
N -1.152 1.844 1.456 -0.40 0.58 0.22 0.897
O -1.699 2.575 2.278 0.28 -0.34 -0.32 -0.814
O -1.807 1.279 0.553 -0.67 2.62 1.38 -0.789
H 2.375 0.910 0.493 0.02 0.08 -0.07 0.189
H 2.103 -0.295 1.563 -0.12 -0.03 -0.04 0.116
H 2.798 1.588 3.166 0.08 0.06 0.02 0.265
H 1.173 2.722 4.293 0.02 -0.02 0.03 0.228
H -0.367 2.990 3.525 -0.07 0.03 0.03 0.255
C 2.393 -4.780 0.092 0.02 0.07 0.05 -0.839
O 1.967 -3.434 0.367 0.02 -0.08 0.14 -0.176
P 1.739 -2.372 -0.819 0.24 -0.39 -0.45 0.711
O 3.204 -2.316 -1.527 0.31 0.19 -0.05 -0.396
C 4.231 -1.498 -0.965 -0.10 0.00 0.01 -0.598
O 1.076 -3.354 -1.912 -0.12 -0.03 -0.03 -0.470
C 0.656 -2.913 -3.215 0.06 -0.02 0.14 -0.351
H 3.172 -4.795 -0.670 0.01 0.02 -0.01 0.289
H 1.549 -5.378 -0.248 -0.03 0.02 -0.01 0.274
H 2.781 -5.183 1.024 0.01 0.01 0.02 0.270
H 5.037 -1.454 -1.692 0.02 -0.01 -0.03 0.269
H 4.608 -1.927 -0.036 -0.02 -0.01 0.01 0.249
H 3.877 -0.483 -0.769 -0.02 -0.03 0.00 0.178
H 0.453 -3.812 -3.790 -0.01 -0.03 0.01 0.226
H 1.448 -2.346 -3.704 0.02 0.01 0.01 0.366
H -0.255 -2.316 -3.159 -0.02 0.03 0.04 -0.011
O -3.090 -1.577 0.815 -1.25 -0.49 -0.39 -0.901
C -3.390 -1.805 -0.390 -0.42 -0.07 0.00 0.974
C -4.620 -2.571 -0.839 0.05 0.03 -0.09 -0.860
C -4.434 -2.659 -2.354 -0.02 0.05 0.14 -0.527
C -3.151 -1.868 -2.613 -0.06 -0.06 0.32 -0.243
O -2.648 -1.698 -3.701 0.04 0.01 0.00 -0.727
N -2.625 -1.401 -1.417 -1.14 -0.51 -1.01 -0.043
H -5.510 -2.009 -0.550 0.02 -0.01 0.05 0.289
H -4.650 -3.534 -0.329 -0.01 0.00 0.01 0.343
H -5.246 -2.208 -2.921 0.02 -0.02 -0.01 0.222
H -4.299 -3.680 -2.712 0.02 0.01 -0.01 0.320
O 0.617 -5.843 6.297 -0.02 0.04 -0.10 -0.632
N 0.163 -5.920 5.172 0.02 0.03 0.01 1.051
O -0.244 -6.944 4.656 -0.01 0.09 0.00 -0.630
C 0.109 -4.692 4.375 0.09 -0.12 0.22 -0.916
C 0.666 -3.530 4.870 0.09 -0.02 0.21 -0.411
C 0.632 -2.379 4.124 -0.04 0.12 -0.03 -0.607
C 0.081 -2.307 2.789 0.11 0.09 -0.16 0.877
O 0.113 -1.274 2.067 0.42 -0.85 1.28 0.857
C -0.498 -3.569 2.372 -0.05 0.22 -0.10 -0.600
C -0.489 -4.711 3.139 -0.17 -0.08 -0.34 -0.347
N -1.136 -3.695 1.065 0.17 -0.18 -0.17 0.995
O -0.793 -2.932 0.152 0.04 -2.87 0.77 -0.246
O -1.960 -4.563 0.899 0.13 0.06 0.08 -0.639
N 1.214 -1.193 4.765 0.19 -0.10 -0.09 0.949
O 0.918 -0.092 4.335 -0.09 -0.04 0.08 -0.532
O 1.973 -1.363 5.702 -0.13 -0.04 -0.12 -0.649
H 1.128 -3.527 5.845 0.00 0.03 0.04 0.658
H -0.934 -5.620 2.762 -0.02 -0.01 -0.01 0.689
```
Positions in Å, forces in eV/Å.

The value obtained for the electronic energy is -107499.3450 eV. As for the LUMO energy: -1.104 eV. For the energy above the lowest of the compared OMol25 structures with the same formula, charge and spin, the calculation gives 163.91 kJ/mol.

| no. | largest force on an atom (eV/A) |
| --- | --- |
| 1 | 5.4 |
| 2 | 3.4 |